Model i:
Formula: C30H34Br2N10OS4Sr
Source: OMol25
Level of theory: ωB97M-V/def2-TZVPD

The geometry in ORCA input format:
```
! RIJCOSX wB97M-V def2-TZVPD def2/J DEFGRID3
* xyz 2 1
H 3.23940 2.31625 -2.61045
C -0.19209 -0.46819 2.72442
C -4.69042 3.78276 -3.25556
C -4.70593 3.91957 -1.87596
C 5.30878 -1.93336 1.70574
C -3.25692 1.92146 -2.99096
C 0.86202 1.33207 1.96365
C -3.95624 3.12571 0.39385
C 0.80034 -0.41638 3.64019
H 3.24608 -1.81230 2.31334
S 1.83996 0.92232 3.32433
N 1.42776 -0.98687 -1.01007
H 0.48253 -1.28710 -1.25050
C 3.94284 -1.86105 1.48731
C -0.73108 -5.05235 -0.28069
H -2.66740 1.10955 -3.40206
H 3.93852 -2.01682 -1.90788
Br -5.56854 5.48002 3.36912
C -3.86698 3.22553 3.13443
H 0.91608 -2.88120 -4.05763
H 6.37256 -2.18319 -1.50355
C 6.18098 -2.03472 0.62878
H 0.28336 -4.69731 -0.09965
H 2.54173 2.89194 -1.10248
C -1.49470 -2.35987 3.71481
C 3.45461 -1.85265 0.18457
N -0.14950 0.52337 1.74703
N -3.26254 2.03797 -1.65974
H -4.93455 -3.17983 1.35979
C -3.97684 3.02800 -1.10229
H 5.77069 2.59372 0.87234
N 1.16012 2.39749 1.18949
H -5.28427 4.71588 -1.43729
H -2.59152 1.52742 2.89409
N -0.34266 -3.35196 -2.48184
C 1.98643 -1.82967 -0.02530
C -0.11105 -2.68593 -3.76004
H -2.44562 -3.78890 -0.12592
C 4.32768 -1.97519 -0.89710
H 3.60360 0.22414 -0.83978
H -4.16660 -2.18964 0.17932
C -1.42586 -3.16098 -1.71783
N -3.22503 2.21654 1.05855
N -4.09676 -2.72736 1.03402
H 1.78163 3.11214 1.52442
C 4.74922 2.43077 0.53413
H 4.41356 1.47881 0.95433
H -3.80947 3.23033 4.21203
H -0.73327 -5.83547 -1.04229
N -2.23138 -1.46105 1.71450
H 5.34986 1.70580 -1.41346
C -4.66522 4.11542 1.06074
H 4.13649 3.22675 0.96340
H -0.78766 -3.06066 -4.52694
Sr -1.93446 0.34090 -0.21587
N 2.87008 0.83379 -1.18402
H 5.69661 -1.92574 2.71449
C -3.19180 2.27727 2.39228
C 1.67503 0.32731 -1.36270
C 4.66981 2.45034 -0.98750
H -0.93631 -2.50920 4.62076
H 7.24544 -2.10237 0.80473
S -2.55870 -1.92354 -2.09551
S -2.87612 -3.32096 3.35911
H 0.21433 -4.16846 -2.29165
S 0.38808 1.21845 -2.02246
C -3.95335 2.76384 -3.83464
C -4.61876 4.16155 2.44477
H -0.25734 -1.61085 -3.65808
H 5.00955 3.41349 -1.36991
C -1.29088 -1.44587 2.73984
H -5.25244 4.84810 0.53242
N -1.60019 -3.94892 -0.65766
C -3.11280 -2.40740 1.91867
H -1.11022 -5.48250 0.64146
C 3.27242 2.19952 -1.52588
H -3.92007 2.62811 -4.90465
H 0.96982 -1.05979 4.48394
H 0.59808 2.59528 0.37465
C 5.69241 -2.07005 -0.67116
Br -5.66156 4.97233 -4.32185
O 1.22661 -2.55630 0.57100
*
```

Results
**Kohn-Sham gap**: 7.74 eV

---

Model ii:
Formula: C30H34Br2N10OS4Sr
Source: OMol25
Level of theory: ωB97M-V/def2-TZVPD

The geometry in ORCA input format:
```
! RIJCOSX wB97M-V def2-TZVPD def2/J DEFGRID3
* xyz 2 1
H -3.46175 0.14461 0.20562
C -1.53505 -5.33842 3.18575
C -0.48296 4.39021 -0.11902
C 2.93570 -2.83024 2.38170
N -1.76617 4.58769 0.21850
C 3.20215 0.64416 -2.19278
N -4.10576 0.77354 -0.26604
H -3.12708 0.20761 -6.48396
H 2.54558 -2.79854 -0.36842
C 2.59920 0.77556 0.01509
H -4.88748 1.39799 -4.94884
N -2.91689 0.74810 -2.30659
H 5.29118 0.55277 -2.68141
N -1.38288 -2.25351 0.05711
C -0.51294 0.99377 2.88992
H 1.80630 1.68248 -6.14350
H -3.80175 4.41215 -0.10863
C 4.55311 0.62329 -1.89626
C -0.09505 -2.57296 -0.35919
C -4.03314 0.86051 -1.62277
C 1.86936 4.54708 0.67000
C -1.34049 -2.60423 3.68286
C -2.24623 0.56288 -5.97691
Br 1.06471 0.12583 5.08050
H 3.49775 -2.01955 1.91000
N 0.27938 1.16998 0.63356
H -1.94801 5.03218 1.10596
H -1.87769 -1.72115 -0.64567
N 1.30465 1.62741 -5.26982
C -1.20050 -4.87545 4.45212
C 1.77318 0.49536 2.36661
N -0.80232 1.24103 -4.30938
H 3.77745 -4.39158 1.15142
H -1.29778 -1.54002 3.87060
C -0.01929 1.26383 -5.35735
H 1.96157 -2.43641 2.68515
Br 6.71838 0.71590 -0.06913
H 4.20976 0.87091 1.44681
C 3.93024 0.78555 0.40815
C -2.09572 0.87234 -4.66944
H 0.10069 5.05861 1.68808
C -4.46653 1.17536 -3.98358
C -1.10329 -3.51216 4.70130
H 2.08964 3.88568 -0.16242
N 2.23868 0.72834 -1.27583
N 0.42611 4.62871 0.83511
H -1.64125 -6.39899 3.00416
H 2.87923 0.58399 -3.22707
H -1.66474 1.57308 1.18240
H -5.03065 0.75069 0.13387
C 2.79440 -4.00501 1.42360
C -2.89499 4.51318 -0.70040
C -1.63528 -3.06668 2.40357
C -1.92635 -2.08054 1.33766
C 4.91708 0.70781 -0.56366
C -1.74650 -4.43548 2.15519
H 2.29725 5.52809 0.46427
S -0.05269 3.88111 -1.68692
S 0.39401 -2.00321 -1.86825
C 2.07398 -3.64383 0.13527
H 1.46816 2.44230 -4.69377
C -0.68853 1.26471 1.54470
H -2.78872 3.64447 -1.34473
C 0.74538 0.58062 3.29355
N 0.68944 -3.26960 0.43366
Sr -0.27963 0.98049 -1.90744
H -0.85781 -3.15931 5.69357
H 2.27373 -4.83484 1.91187
C 1.50875 0.81917 1.04250
H 3.46555 -3.12041 3.28763
H -2.02193 -4.78930 1.16822
S -0.76918 0.79393 -6.82528
O -2.65499 -1.12325 1.51567
H -1.03051 -5.58211 5.25322
H 2.74964 0.16249 2.68055
H 0.29506 -3.65666 1.28030
H 2.30656 4.14566 1.58326
S -5.43765 1.18462 -2.56500
H -1.33440 1.08262 3.58586
C -3.17883 0.91996 -3.67069
H 2.06951 -4.48243 -0.56355
H -2.96111 5.40548 -1.32278
*
```

Results
**Kohn-Sham gap**: 7.60 eV

---

Short version: model ii is the least stable of them.

---

Model i:
Formula: FH2PS
Source: OMol25
Level of theory: ωB97M-V/def2-TZVPD

The geometry in ORCA input format:
```
! RIJCOSX wB97M-V def2-TZVPD def2/J DEFGRID3
* xyz 0 1
H -0.47437 1.00147 0.88732
S -3.20191 0.23826 -0.47792
H -0.52112 2.20027 -0.67526
F -3.59059 -0.61366 0.87250
P 0.02549 0.79680 -0.36554
*
```

Results
**Kohn-Sham gap (alpha / beta)**: 6.27 / 6.27 eV

---

Model ii:
Formula: FH2PS
Source: OMol25
Level of theory: ωB97M-V/def2-TZVPD

The geometry in ORCA input format:
```
! RIJCOSX wB97M-V def2-TZVPD def2/J DEFGRID3
* xyz 0 1
F -1.84217 -0.76492 0.04718
P -0.92772 0.56180 0.15674
S 1.11536 -0.33522 0.11349
H -1.01104 0.49579 -1.18897
H 1.11598 -0.51543 -1.27936
*
```

Results
**Kohn-Sham gap**: 10.50 eV

---

Short version: model i is the least stable of them.

---

Model i:
Formula: C3H6FN2O
Source: OMol25
Level of theory: ωB97M-V/def2-TZVPD

The geometry in ORCA input format:
```
! RIJCOSX wB97M-V def2-TZVPD def2/J DEFGRID3
* xyz 1 1
N 1.08193 -1.11349 -0.59625
H -0.06532 1.16569 0.48939
H 1.40450 -1.60803 -1.45782
O -1.49998 -1.14118 -0.04478
F 1.46351 2.47753 0.27308
C 0.94095 1.28594 0.12946
C -2.24019 -0.35153 0.40949
H -3.46688 0.96999 1.51938
C 1.58748 0.27561 -0.49857
H 1.35738 -1.74286 0.22021
H 2.50950 0.45902 -0.92500
H -0.09979 -1.10262 -0.34485
N -2.97307 0.42595 0.82625
*
```

Results
**Kohn-Sham gap**: 11.26 eV

---

Model ii:
Formula: C3H6FN2O
Source: OMol25
Level of theory: ωB97M-V/def2-TZVPD

The geometry in ORCA input format:
```
! RIJCOSX wB97M-V def2-TZVPD def2/J DEFGRID3
* xyz 1 1
C 1.48320 -0.40044 -1.67247
H 1.11367 -2.02747 -2.81436
F -1.92505 -1.14945 -1.33872
H 0.50831 -0.21899 1.58533
O 1.83005 0.49920 -1.02057
H -0.49706 -1.83280 -0.05788
H -0.21205 1.26657 1.79456
C -1.03437 -0.93280 -0.32570
H 0.84441 1.20033 0.79612
N 0.11472 0.61121 1.11784
N 0.87864 -1.24070 -2.22185
C -0.87442 0.39200 0.14822
H -1.30408 1.21558 -0.26674
*
```

Results
**Kohn-Sham gap**: 11.04 eV

---

Short version: model ii is the least stable of them.

---

Model i:
Formula: C2H7N
Source: OMol25
Level of theory: ωB97M-V/def2-TZVPD

The geometry in ORCA input format:
```
! RIJCOSX wB97M-V def2-TZVPD def2/J DEFGRID3
* xyz 0 1
C -1.19013 -0.14245 -0.07073
H 1.06558 -0.87725 -0.82681
H -0.11237 1.66081 0.28492
H -0.75462 -0.96495 -0.72565
H -1.13916 -0.50400 1.04415
C 1.11714 -0.10354 -0.03613
N -0.07733 0.74367 -0.17526
H 1.18336 -0.60823 0.94216
H -2.20778 0.27029 -0.24438
H 2.11532 0.52566 -0.19227
*
```

Results
**Kohn-Sham gap**: 9.65 eV

---

Model ii:
Formula: C2H7N
Source: OMol25
Level of theory: ωB97M-V/def2-TZVPD

The geometry in ORCA input format:
```
! RIJCOSX wB97M-V def2-TZVPD def2/J DEFGRID3
* xyz 0 1
H -1.85303 1.44695 -0.08708
H -1.98313 0.32615 1.19492
H 0.58970 -1.11270 -0.31392
H 2.65038 -0.18730 0.76578
H 2.42310 -0.56064 -1.06056
H -3.25002 0.20107 -0.08449
N 0.68213 -0.02647 -0.03962
C 1.94023 -0.41446 -0.07931
H -1.53914 -0.25562 -0.42462
C -2.20174 0.43085 0.12252
*
```

Results
**Kohn-Sham gap**: 9.27 eV

---

Short version: model ii is the least stable of them.

---

Model i:
Formula: ClH2NS2
Source: OMol25
Level of theory: ωB97M-V/def2-TZVPD

The geometry in ORCA input format:
```
! RIJCOSX wB97M-V def2-TZVPD def2/J DEFGRID3
* xyz 0 1
Cl -2.49129 0.64924 0.04299
H 0.08274 1.95740 0.96321
H 0.06755 -1.24280 -1.19493
N -0.80498 -0.16331 0.62061
S 0.43433 0.87595 0.00833
S -0.61905 -1.66591 0.00738
*
```

Results
**Kohn-Sham gap**: 8.69 eV

---

Model ii:
Formula: ClH2NS2
Source: OMol25
Level of theory: ωB97M-V/def2-TZVPD

The geometry in ORCA input format:
```
! RIJCOSX wB97M-V def2-TZVPD def2/J DEFGRID3
* xyz 0 1
N -0.40796 1.94741 0.68313
H -0.58648 -2.37222 -2.05164
S 0.37627 1.48328 1.96997
S -1.05690 1.15633 -0.55441
H 0.98322 0.15895 1.77689
Cl 0.69184 -2.37375 -1.82394
*
```

Results
**Kohn-Sham gap**: 7.18 eV

---

Model iii:
Formula: ClH2NS2
Source: OMol25
Level of theory: ωB97M-V/def2-TZVPD

The geometry in ORCA input format:
```
! RIJCOSX wB97M-V def2-TZVPD def2/J DEFGRID3
* xyz 0 1
S -0.50113 -0.01559 0.15633
S 2.19968 0.44592 0.95915
H 1.26742 0.65080 2.04356
Cl -3.06199 -0.81589 -2.05117
H -1.02071 -0.37258 -0.95209
N 1.11674 0.10733 -0.15579
*
```

Results
**Kohn-Sham gap (alpha / beta)**: 3.85 / 3.86 eV

---

Short version: model iii is the least stable of them.

---

Model i:
Formula: C5H6N2O3
Source: OMol25
Level of theory: ωB97M-V/def2-TZVPD

The geometry in ORCA input format:
```
! RIJCOSX wB97M-V def2-TZVPD def2/J DEFGRID3
* xyz 0 1
O -0.02219 -0.06691 1.92692
C 0.32352 -0.13689 -0.48364
C -1.32381 2.25458 0.49192
O -0.13008 2.27240 -0.32796
H -2.01702 1.42625 0.21791
H 1.40696 -1.18421 -1.96559
H 0.39698 1.19845 -2.07606
C 0.12776 -0.67202 0.87111
C 0.18450 1.12790 -1.00737
H -1.00133 2.08902 1.54958
N 0.39387 -1.99020 0.88210
N 0.74606 -1.25503 -1.19692
H -1.84933 3.18374 0.44937
O 1.32731 -3.39850 -0.64303
H 0.68198 -2.48759 1.68706
C 0.75483 -2.36100 -0.37540
*
```

Results
**Kohn-Sham gap**: 8.99 eV

---

Model ii:
Formula: C5H6N2O3
Source: OMol25
Level of theory: ωB97M-V/def2-TZVPD

The geometry in ORCA input format:
```
! RIJCOSX wB97M-V def2-TZVPD def2/J DEFGRID3
* xyz 0 1
H 1.61287 2.86695 0.08253
N 3.12564 -0.00061 0.14233
C 0.73232 -0.77695 -0.66639
C -1.62437 -0.56939 0.52152
C -0.21568 -1.10531 0.44822
O 0.52780 -0.95932 -1.83595
H -1.99771 -0.37824 1.53116
H 3.07365 2.30960 0.21447
O 2.51571 3.00775 -0.21784
N -1.34589 -1.93159 0.11638
H 0.26421 -1.22746 1.42296
C -2.21907 0.30827 -0.53095
H -1.56024 -2.60158 0.85065
C 2.04736 -0.20582 -0.23634
H -1.92698 0.08164 -1.57690
O -3.00963 1.18207 -0.26585
*
```

Results
**Kohn-Sham gap**: 9.48 eV

---

Model iii:
Formula: C5H6N2O3
Source: OMol25
Level of theory: ωB97M-V/def2-TZVPD

The geometry in ORCA input format:
```
! RIJCOSX wB97M-V def2-TZVPD def2/J DEFGRID3
* xyz 0 1
H -2.62875 1.33333 -1.55086
C 1.70002 0.38807 0.94144
C -2.09393 0.75913 -0.79990
O -2.77164 0.37127 0.28497
H 1.22690 -1.38414 -0.84089
O 1.08916 -1.74503 0.06030
C -1.85783 -0.19352 1.11219
H 0.58949 -1.10078 1.92643
O 1.72337 0.21247 -1.74673
H 0.80891 0.55177 -1.66651
N 2.71380 0.98339 0.89689
C -0.65567 -0.13668 0.48811
N -0.82477 0.53129 -0.71828
H 2.52335 0.78342 -1.32159
C 0.67391 -0.70695 0.90496
H -2.21631 -0.64701 2.02947
*
```

Results
**Kohn-Sham gap**: 10.93 eV

---

Short version: model ii is the least stable of them.

---

Model i:
Formula: C5H6N2O3
Source: OMol25
Level of theory: ωB97M-V/def2-TZVPD

The geometry in ORCA input format:
```
! RIJCOSX wB97M-V def2-TZVPD def2/J DEFGRID3
* xyz 0 1
C -0.50266 -1.33571 -1.42568
H 0.89753 1.98392 -1.76671
O -0.82699 -2.80627 0.42513
O -0.28233 2.44399 2.44877
H 0.34691 -1.17831 0.46003
N -0.04152 1.28820 2.34290
H 0.68335 2.41155 0.27209
H -1.11665 -1.78489 -2.18364
C 0.12158 -0.13012 -1.92655
C -0.31901 -1.68591 -0.15721
C 0.47267 1.34507 0.06093
H 0.04243 -0.08301 -3.01222
O 0.11091 0.50488 3.24436
N 0.28476 0.67016 1.15748
H -0.41239 -2.67421 1.33744
C 0.54144 1.03067 -1.27711
*
```

Results
**Kohn-Sham gap**: 7.91 eV

---

Model ii:
Formula: C5H6N2O3
Source: OMol25
Level of theory: ωB97M-V/def2-TZVPD

The geometry in ORCA input format:
```
! RIJCOSX wB97M-V def2-TZVPD def2/J DEFGRID3
* xyz 0 1
H -0.81354 -0.92717 -0.46154
C 0.25373 0.92846 -1.58816
C 1.27327 1.90919 -2.15655
N 0.95264 -2.90313 1.28333
C -0.11914 -0.75056 0.04441
C 0.46433 -1.94553 0.64014
O -1.99459 -0.06979 1.52354
H 1.61465 0.13847 -0.05811
H 1.02552 2.34535 -3.32217
H 1.57842 2.66661 -1.19651
O -0.86167 1.00308 -1.68555
H 2.20379 1.49733 -2.03484
N 0.82354 -0.10197 -0.73219
C -0.69648 0.06805 1.22338
H -2.51231 -0.81529 1.09346
O 0.03326 0.92581 1.80481
*
```

Results
**Kohn-Sham gap**: 10.81 eV

---

Short version: model i is the least stable of them.

---

Model i:
Formula: CH4INS
Source: OMol25
Level of theory: ωB97M-V/def2-TZVPD

The geometry in ORCA input format:
```
! RIJCOSX wB97M-V def2-TZVPD def2/J DEFGRID3
* xyz 0 1
H -0.45825 1.84358 0.11178
I 2.50113 0.35435 -0.06176
N 0.46361 -0.33273 0.30567
C -0.61655 0.82136 -0.18081
H -1.54325 0.31698 0.05907
H -0.45505 0.86110 -1.21875
H 0.14669 -2.03701 1.11305
S -0.03833 -1.82762 -0.12826
*
```

Results
**Kohn-Sham gap**: 8.00 eV

---

Model ii:
Formula: CH4INS
Source: OMol25
Level of theory: ωB97M-V/def2-TZVPD

The geometry in ORCA input format:
```
! RIJCOSX wB97M-V def2-TZVPD def2/J DEFGRID3
* xyz 0 1
H 2.13686 0.93460 0.46610
H -1.53928 0.94224 -1.94510
H 1.50008 -0.84644 0.45643
N -1.20172 0.17570 -0.65775
S -0.30797 0.76274 0.51609
C 1.40984 0.17874 0.04074
I -3.13199 0.07128 0.03108
H 1.50535 0.15063 -1.15174
*
```

Results
**Kohn-Sham gap**: 7.51 eV

---

Short version: model ii is the least stable of them.